<i>
Computed, not measured: one molecule with the formula C4H7NO, with ωB97M-V/def2-TZVPD.

```
13
Properties=species:S:1:pos:R:3:mulliken_charge:R:1
C 1.092 0.827 0.997 -1.266
C -0.046 0.668 0.000 0.273
N 0.325 -0.155 -1.187 -0.525
C -0.582 -1.264 -0.791 -0.411
C -1.086 -0.396 0.362 0.428
O -1.980 -0.470 1.156 -0.555
H 1.844 1.523 0.612 0.332
H 1.582 -0.138 1.164 0.278
H 0.718 1.203 1.955 0.324
H -0.497 1.641 -0.237 0.346
H 0.013 0.281 -2.048 0.281
H -0.034 -2.157 -0.469 0.206
H -1.349 -1.563 -1.514 0.290
```

Its highest occupied orbital energy is -9.6 eV. As for the SMILES: C[C@H]1NCC1=O. The spin multiplicity is 1. The HOMO-LUMO gap is 10.523 eV. Its net charge is 0.

***

<ii>
Computed, not measured: a 3-piece molecular cluster, C4H7NO overall, with ωB97M-V/def2-TZVPD.

```
13
Properties=species:S:1:pos:R:3:mulliken_charge:R:1
C 0.369 1.522 0.036 -0.542
C 1.407 0.804 0.462 -0.126
C 1.872 -0.348 -0.262 0.283
N 2.218 -1.290 -0.839 -0.407
H -0.009 2.361 0.611 0.250
H -0.144 1.289 -0.891 0.253
H 1.927 1.038 1.385 0.315
H -1.096 -0.988 1.663 -0.138
H -0.449 -1.004 2.033 0.140
C -1.513 -0.860 -1.000 -0.265
O -2.354 -0.588 -0.179 -0.397
H -1.569 -0.470 -2.035 0.330
H -0.635 -1.493 -0.768 0.304
```

Its highest occupied orbital energy is -10.4 eV. As for the SMILES: C=CC#N.[H][H].C=O. The spin multiplicity is 1. The HOMO-LUMO gap is 10.605 eV. Its net charge is 0.

***

<iii>
Computed, not measured: one molecule with the formula C4H7NO, with ωB97M-V/def2-TZVPD.

```
13
Properties=species:S:1:pos:R:3:mulliken_charge:R:1
C 0.698 2.256 -0.231 -0.262
N 0.979 1.159 -0.791 -0.411
C 1.040 -0.018 0.068 -0.544
C -0.052 -0.986 -0.289 -0.323
C -1.149 -1.109 0.457 0.035
O -2.211 -1.919 0.225 -0.473
H 0.519 2.357 0.851 0.221
H 0.619 3.163 -0.833 0.260
H 0.966 0.250 1.137 0.403
H 2.021 -0.484 -0.086 0.277
H 0.054 -1.554 -1.213 0.226
H -1.296 -0.535 1.369 0.289
H -2.056 -2.407 -0.596 0.302
```

Its highest occupied orbital energy is -9.0 eV. As for the SMILES: C=NC/C=C/O. The spin multiplicity is 1. The HOMO-LUMO gap is 9.973 eV. Its net charge is 0.

***

Stability check: which of them is least stable? <ii>.

***

<i>
Computed, not measured: one molecule with the formula C4H7NO, with ωB97M-V/def2-TZVPD.

```
13
Properties=species:S:1:pos:R:3:mulliken_charge:R:1
C -0.038 1.285 -0.411 -0.874
C 0.198 0.084 -0.070 0.563
C 1.543 -0.393 0.211 -1.513
C -0.804 -1.041 -0.365 -0.007
N -2.054 -0.818 -0.114 -0.422
O -2.343 0.471 0.310 -0.331
H -1.106 1.505 -0.711 0.471
H 0.665 2.068 -0.083 0.269
H 2.036 -0.954 -0.551 0.334
H 1.523 -1.123 1.116 0.273
H 2.270 0.356 0.391 0.399
H -0.459 -2.083 -0.486 0.398
H -1.433 0.643 0.762 0.439
```

Its highest occupied orbital energy is -9.2 eV. As for the SMILES: C=C(C)/C=N\O. The spin multiplicity is 1. The HOMO-LUMO gap is 9.858 eV. Its net charge is 0.

***

<ii>
Computed, not measured: one molecule with the formula C4H7NO, with ωB97M-V/def2-TZVPD.

```
13
Properties=species:S:1:pos:R:3:mulliken_charge:R:1
C -0.649 1.360 0.315 -1.198
C 0.249 0.287 -0.267 0.903
C 1.130 -0.370 0.743 0.073
O 2.309 -0.561 0.845 -0.479
C -0.397 -1.064 -0.531 -0.829
N -0.117 -0.114 -1.611 -0.540
H -0.115 2.311 0.428 0.329
H -1.504 1.517 -0.346 0.378
H -1.012 1.066 1.307 0.287
H 0.233 -0.881 1.480 0.086
H 0.282 -1.919 -0.549 0.286
H -1.042 -1.181 0.409 0.396
H 0.634 -0.451 -2.223 0.307
```

Its highest occupied orbital energy is -9.4 eV. As for the SMILES: C[C@@]1(C=O)CN1. The spin multiplicity is 1. The HOMO-LUMO gap is 10.326 eV. Its net charge is 0.

***

Stability check: which of them is least stable? <ii>.

***

<i>
Computed, not measured: one molecule with the formula C4H7NO, with ωB97M-V/def2-TZVPD.

```
13
Properties=species:S:1:pos:R:3:mulliken_charge:R:1
C -0.484 -0.711 0.982 -0.539
O 0.764 -0.204 1.245 -0.367
C 0.943 0.900 0.224 -0.452
C 0.378 0.083 -0.964 0.183
N -0.713 0.164 -1.582 -0.435
C -0.913 -0.079 -0.202 -0.140
H -1.195 -0.690 1.885 0.273
H -0.566 -2.005 0.923 0.189
H 0.639 1.957 0.469 0.287
H 2.137 0.903 0.479 0.206
H 0.822 -1.058 -0.731 0.220
H -1.019 -0.761 -2.133 0.332
H -1.487 0.987 -0.021 0.244
```

Its highest occupied orbital energy is -8.8 eV. As for the SMILES: C1OC[C@@H]2N[C@@H]12. The spin multiplicity is 1. The HOMO-LUMO gap is 9.739 eV. Its net charge is 0.

***

<ii>
Computed, not measured: a 2-piece molecular cluster, C4H7NO overall, with ωB97M-V/def2-TZVPD.

```
13
Properties=species:S:1:pos:R:3:mulliken_charge:R:1
C 1.891 0.759 0.045 -0.719
C 1.830 -0.518 0.372 0.006
O 2.234 -1.494 -0.455 -0.446
H 2.208 0.956 -0.956 0.171
H 1.591 1.657 0.505 0.318
H 1.596 -0.909 1.337 0.337
H 2.477 -1.199 -1.297 0.292
C -2.713 0.202 0.274 -0.845
C -1.447 -0.139 -0.389 0.379
N -0.441 -0.378 -0.894 -0.282
H -3.574 -0.451 0.120 0.288
H -2.954 1.198 -0.076 0.250
H -2.698 0.314 1.415 0.252
```

Its highest occupied orbital energy is -8.3 eV. As for the SMILES: C=CO.CC#N. The spin multiplicity is 1. The HOMO-LUMO gap is 9.062 eV. Its net charge is 0.

***

Stability check: which of them is least stable? <i>.

***

<i>
Computed, not measured: one molecule with the formula C4H7NO, with ωB97M-V/def2-TZVPD.

```
13
Properties=species:S:1:pos:R:3:mulliken_charge:R:1
C 1.339 -0.900 0.627 -1.196
C -0.035 0.056 0.057 1.100
C -0.294 0.195 -1.422 -1.317
N -0.269 1.133 1.016 -0.647
C -1.129 0.048 0.939 0.214
O -2.188 -0.301 1.311 -0.526
H 2.069 -0.809 -0.146 0.318
H 0.885 -1.753 0.756 0.435
H 1.708 -0.463 1.574 0.316
H 0.571 0.537 -2.041 0.325
H -1.014 0.938 -1.645 0.390
H -0.783 -0.666 -1.892 0.295
H -0.860 1.986 0.867 0.294
```

Its highest occupied orbital energy is -9.2 eV. As for the SMILES: CC1(C)NC1=O. The spin multiplicity is 1. The HOMO-LUMO gap is 10.034 eV. Its net charge is 0.

***

<ii>
Computed, not measured: one molecule with the formula C4H7NO, with ωB97M-V/def2-TZVPD.

```
13
Properties=species:S:1:pos:R:3:mulliken_charge:R:1
N 1.088 -1.858 1.709 -0.445
C 1.198 -1.060 0.879 0.244
C 1.278 -0.023 -0.157 -0.349
C -0.008 0.060 -0.993 -0.594
C -1.241 0.164 -0.106 -0.525
O -1.028 1.196 0.842 -0.523
H 1.428 0.931 0.357 0.240
H 2.152 -0.210 -0.789 0.326
H 0.067 0.944 -1.636 0.308
H -0.108 -0.815 -1.647 0.311
H -2.126 0.380 -0.721 0.305
H -1.405 -0.800 0.394 0.388
H -1.425 0.929 1.678 0.314
```

Its highest occupied orbital energy is -10.8 eV. As for the SMILES: N#CCCCO. The spin multiplicity is 1. The HOMO-LUMO gap is 11.600 eV. Its net charge is 0.

***

Stability check: which of them is least stable? <i>.

***

<i>
Computed, not measured: one molecule with the formula C4H7NO, with ωB97M-V/def2-TZVPD.

```
13
Properties=species:S:1:pos:R:3:mulliken_charge:R:1
O 1.488 0.805 0.415 -0.152
C 2.438 0.959 -0.473 -0.280
C 0.911 -0.505 0.204 -0.736
C -0.524 -0.374 0.581 0.232
C -1.442 0.318 -0.351 -0.440
N -1.428 -1.140 -0.262 -0.604
H 2.381 2.043 -0.684 0.140
H 1.486 -1.274 0.723 0.296
H 0.969 -0.675 -0.871 0.403
H -0.724 -0.270 1.645 0.405
H -1.067 0.732 -1.287 0.209
H -2.275 0.865 0.084 0.277
H -2.213 -1.484 0.277 0.249
```

Its highest occupied orbital energy is -8.5 eV. The spin multiplicity is 1. The HOMO-LUMO gap is 9.118 eV. Its net charge is 0.

***

<ii>
Computed, not measured: one molecule with the formula C4H7NO, with ωB97M-V/def2-TZVPD.

```
13
Properties=species:S:1:pos:R:3:mulliken_charge:R:1
N 0.342 -1.680 -0.564 -0.403
C -0.643 -0.674 -0.801 0.258
O -1.227 -0.496 -1.844 -0.522
C -0.587 0.247 0.378 0.031
C -0.205 1.685 0.395 -0.629
C 0.824 0.478 0.732 -0.508
H 0.064 -2.485 -0.025 0.207
H 0.912 -1.903 -1.359 0.197
H -1.161 -0.004 1.270 0.352
H 0.078 2.163 -0.544 0.230
H -0.874 2.366 0.951 0.274
H 1.230 -0.118 1.572 0.312
H 1.537 0.394 -0.094 0.200
```

Its highest occupied orbital energy is -9.3 eV. As for the SMILES: NC(=O)C1CC1. The spin multiplicity is 1. The HOMO-LUMO gap is 10.197 eV. Its net charge is 0.

***

Stability check: which of them is least stable? <i>.

***

<i>
Computed, not measured: a 2-piece molecular cluster, C4H5FN2 overall, with ωB97M-V/def2-TZVPD.

```
12
Properties=species:S:1:pos:R:3:mulliken_charge:R:1
C -0.712 -1.930 0.508 -1.012
C -0.105 -0.784 0.519 0.731
N 0.475 0.257 0.733 -0.340
C 0.802 1.337 -0.146 -0.636
H -1.772 -2.004 0.681 0.206
H -0.186 -2.840 0.287 0.241
H -0.062 1.999 -0.246 0.259
H 1.095 1.005 -1.147 0.304
H 1.613 1.898 0.317 0.248
N -3.923 -0.539 -0.711 -0.293
C -3.418 0.230 -0.045 0.477
F -2.875 1.106 0.684 -0.183
```

Its highest occupied orbital energy is -8.8 eV. As for the SMILES: C=C=NC.N#CF. The spin multiplicity is 1. The HOMO-LUMO gap is 9.211 eV. Its net charge is 0.

***

<ii>
Computed, not measured: C4H5FN2 as an isolated structure, with ωB97M-V/def2-TZVPD.

```
12
Properties=species:S:1:pos:R:3:mulliken_charge:R:1
C 1.693 -0.793 -0.396 -0.352
C 0.529 -0.483 0.077 0.481
C 0.030 0.916 0.275 -0.322
C -1.494 -0.591 -0.178 -0.048
H 2.144 -1.796 -0.432 0.343
H 0.092 1.049 1.529 0.235
H 0.768 1.899 -0.132 0.272
H -2.040 1.287 0.048 0.295
H -2.454 -1.227 -0.442 0.300
N -1.376 0.794 -0.531 -0.409
N -0.527 -1.358 0.303 -0.502
F 2.635 0.303 -0.120 -0.293
```

Its highest occupied orbital energy is -9.1 eV. The spin multiplicity is 1. The HOMO-LUMO gap is 9.767 eV. Its net charge is 0.

***

<iii>
Computed, not measured: C4H5FN2 as an isolated structure, with ωB97M-V/def2-TZVPD.

```
12
Properties=species:S:1:pos:R:3:mulliken_charge:R:1
C -2.095 1.483 -0.218 -0.208
C -0.904 0.603 -0.224 0.501
C -1.879 -0.416 0.148 0.335
C 1.231 -0.405 -0.554 -0.751
N -2.929 0.525 0.066 -0.483
N 0.316 0.743 -0.477 -0.528
F -2.082 -1.586 -0.383 -0.177
H -2.219 2.440 -0.688 0.374
H -1.545 -0.841 2.247 0.071
H 2.332 0.037 -0.506 0.237
H 0.993 -0.761 -1.487 0.350
H 1.046 -1.201 0.233 0.279
```

Its highest occupied orbital energy (alpha / beta) is -8.9 / -8.9 eV. The spin multiplicity is 1. The HOMO-LUMO gap (alpha / beta) is 7.980 / 7.977 eV. Its net charge is 0.

***

<iv>
Computed, not measured: one molecule with the formula C4H5FN2, with ωB97M-V/def2-TZVPD.

```
12
Properties=species:S:1:pos:R:3:mulliken_charge:R:1
F -1.891 -0.667 -0.336 -0.316
C -1.041 -0.364 0.711 -0.011
C 0.492 -0.624 0.451 -0.416
C 1.000 -0.679 -0.934 0.094
N 0.929 0.433 -1.543 -0.548
N 0.208 1.378 -0.620 -0.260
C -0.156 0.789 0.558 -0.217
H -1.577 -0.636 1.574 0.420
H 0.941 -1.256 1.229 0.362
H 1.583 -1.691 -1.242 0.273
H -0.432 1.947 -1.346 0.327
H -0.054 1.370 1.497 0.292
```

Its highest occupied orbital energy is -8.7 eV. As for the SMILES: F[C@H]1[C@H]2C=NN[C@@H]12. The spin multiplicity is 1. The HOMO-LUMO gap is 9.578 eV. Its net charge is 0.

***

Stability check: which of them is least stable? <iii>.